Model w:
Below is 2 unconnected molecules or ions with the total composition C3H9S, with properties calculated with ωB97M-V with the def2-TZVPD basis set.

Summary:
orbital gap = 6.38 eV
LUMO level = 0.1556 Ha

```
! RIJCOSX wB97M-V def2-TZVPD def2/J DEFGRID3
* xyz -1 1
C 2.0434 0.1974 -0.8453
C 1.5979 0.5128 0.5916
S -0.1686 0.2191 0.8599
H 1.5343 0.8727 -1.5348
H 1.7401 -0.8203 -1.0999
H 3.1306 0.2886 -0.9750
H 1.8261 1.5677 0.7725
H 2.1970 -0.0994 1.2738
C -2.9084 -0.9279 -1.0441
H -3.3152 -0.2122 -0.3323
H -2.1876 -0.4223 -1.6785
H -3.7284 -1.3333 -1.6437
H -2.3953 -1.7128 -0.4971
*
```

---

Model x:
Below is 2 unconnected molecules or ions with the total composition C3H9S, with properties calculated with ωB97M-V with the def2-TZVPD basis set.

Summary:
orbital gap = 6.05 eV
LUMO level = 0.1345 Ha

```
! RIJCOSX wB97M-V def2-TZVPD def2/J DEFGRID3
* xyz -1 1
S -1.3614 2.4863 0.5772
H -1.0396 2.5850 -0.7767
C 1.0093 -0.5687 0.4270
C 1.2831 -1.9103 -0.1404
C 0.3496 -2.4847 -1.2120
H 1.9068 -0.1279 0.9022
H 0.7772 0.1885 -0.3383
H 0.1320 -0.4345 1.1275
H 2.1864 -1.5829 -0.7560
H 1.6850 -2.6486 0.5223
H 0.7779 -3.4401 -1.5186
H 0.1967 -1.7086 -2.0634
H -0.6924 -2.8301 -0.7825
*
```

---

Order of stability, best first: model w, model x

---

Model w:
Below is 2 unconnected molecules or ions with the total composition C3H9NS2, with properties calculated with ωB97M-V with the def2-TZVPD basis set.

Summary:
orbital gap = 4.43 eV
LUMO level = -0.1389 Ha

```
! RIJCOSX wB97M-V def2-TZVPD def2/J DEFGRID3
* xyz 0 1
N 1.7927 -1.0387 -1.6033
C 0.5378 -0.3916 -1.2455
C 0.7566 0.8064 -0.2914
S 1.4740 0.3941 1.2543
S -2.2333 -0.0329 -0.3172
C -1.9908 -0.0689 1.4647
H 2.4412 -1.0241 -0.8302
H 2.1237 -0.6916 -2.4902
H 0.0196 0.0184 -2.1130
H -0.1193 -1.0958 -0.6899
H 1.5071 1.4197 -0.8058
H -0.1768 1.4406 -0.4074
H -1.2295 -0.8411 1.6834
H -1.7576 0.8780 1.9404
H -2.8984 -0.5360 1.8677
*
```

---

Model x:
Below is 2 unconnected molecules or ions with the total composition C3H9NS2, with properties calculated with ωB97M-V with the def2-TZVPD basis set.

Summary:
orbital gap = 8.86 eV
SMILES string = C=CN.CSS
LUMO level = 0.0215 Ha

```
! RIJCOSX wB97M-V def2-TZVPD def2/J DEFGRID3
* xyz 0 1
C -1.1650 1.3069 3.0363
C -1.9440 2.3046 2.6251
N -2.0075 2.8325 1.3411
H -0.6070 0.7980 2.2502
H -1.0658 1.0026 4.0612
H -2.4503 2.9036 3.3747
H -1.2734 2.4971 0.7302
H -2.4897 3.7054 1.1800
C 2.2611 -1.4876 -0.0384
S 1.0299 -2.0693 -1.2439
S 0.2348 -0.4499 -2.0821
H 1.8726 -1.1272 0.9024
H 2.8315 -0.6553 -0.4544
H 2.8979 -2.3331 0.2148
H -0.5340 -0.0567 -1.0371
*
```

---

Order of stability, best first: model x, model w

---

Model w:
Below is 2 unconnected molecules or ions with the total composition C3H9NS2, with properties calculated with ωB97M-V with the def2-TZVPD basis set.

Summary:
orbital gap = 9.40 eV
SMILES string = C=NC.CSS
LUMO level = 0.0199 Ha

```
! RIJCOSX wB97M-V def2-TZVPD def2/J DEFGRID3
* xyz 0 1
C -2.2378 1.9114 1.2384
N -1.7493 1.2313 2.2189
C -0.2868 0.9599 2.1881
H -3.3251 2.0560 1.1258
H -1.5662 2.3939 0.4709
H 0.2669 1.7054 2.7705
H 0.0591 0.9566 1.1171
H -0.0799 -0.0356 2.6262
C -0.3709 -1.8888 -0.2403
S 0.5361 -1.2711 -1.7042
S 1.6489 0.2205 -0.8749
H 0.2957 -2.3803 0.4806
H -1.1523 -2.6103 -0.6321
H -0.9586 -1.0638 0.1623
H 1.1187 1.2734 -1.5060
*
```

---

Model x:
Below is C3H9NS2 in the gas phase, with properties calculated with ωB97M-V with the def2-TZVPD basis set.

Summary:
orbital gap = 9.56 eV
SMILES string = CSSCCN
LUMO level = 0.0267 Ha

```
! RIJCOSX wB97M-V def2-TZVPD def2/J DEFGRID3
* xyz 0 1
C 3.0916 1.1454 0.0070
S 1.9918 0.5106 1.3235
S 0.9037 -1.0642 0.4382
C -0.4636 -0.4688 -0.5082
C -1.7579 -0.1158 0.2068
N -2.8913 -1.0578 0.4246
H 3.1235 0.4749 -0.7860
H 2.4340 1.9697 -0.2229
H 4.0972 1.4639 0.4255
H -0.5605 -1.3449 -1.2602
H -0.1304 0.3897 -1.0233
H -2.2198 0.7964 -0.1147
H -1.5432 0.4192 1.1738
H -3.3877 -0.9744 -0.5230
H -2.6872 -2.1438 0.4390
*
```

---

Model y:
Below is 2 unconnected molecules or ions with the total composition C3H9NS2, with properties calculated with ωB97M-V with the def2-TZVPD basis set.

Summary:
orbital gap = 9.02 eV
SMILES string = C=NC.CSS
LUMO level = 0.0226 Ha

```
! RIJCOSX wB97M-V def2-TZVPD def2/J DEFGRID3
* xyz 0 1
C 0.0953 0.4835 4.2183
N -0.1813 -0.1385 3.1587
C 0.2725 -1.5181 3.0560
H -0.4673 1.4110 4.2672
H 0.9439 0.1413 4.8147
H 0.9125 -1.6137 2.1820
H 0.7566 -1.9116 3.9599
H -0.6316 -2.1007 2.9045
C 1.0670 -1.0372 -1.6303
S -0.2232 -0.2228 -2.7065
S -0.4251 1.4925 -1.5417
H 1.1922 -2.0502 -1.9885
H 1.9209 -0.4573 -1.9506
H 0.7875 -0.9663 -0.5868
H -1.7593 1.3863 -1.5785
*
```

---

Order of stability, best first: model w, model x, model y

---

Model w:
Below is 2 unconnected molecules or ions with the total composition C3H9NS2, with properties calculated with ωB97M-V with the def2-TZVPD basis set.

Summary:
orbital gap = 8.27 eV
SMILES string = C=CN.CSS
LUMO level = 0.0054 Ha

```
! RIJCOSX wB97M-V def2-TZVPD def2/J DEFGRID3
* xyz 0 1
C -0.9821 -2.0311 -3.1617
C -0.5756 -0.8130 -2.8311
N -0.4754 -0.5198 -1.4267
H -1.5591 -2.5898 -2.4320
H -0.8407 -2.4694 -4.1039
H -0.3698 0.0324 -3.5440
H -1.1822 -0.9858 -0.7321
H 0.0535 0.3648 -1.1567
C 1.6479 -0.2841 0.5629
S 0.3022 -0.1859 1.8320
S -0.1934 1.8981 1.4660
H 2.3334 0.5162 0.6604
H 1.4929 -0.4713 -0.4637
H 2.2423 -1.1570 1.0604
H -1.1239 1.7718 0.5100
*
```

---

Model x:
Below is 2 unconnected molecules or ions with the total composition C3H9NS2, with properties calculated with ωB97M-V with the def2-TZVPD basis set.

Summary:
orbital gap = 8.95 eV
SMILES string = C=CN.CSS
LUMO level = 0.0166 Ha

```
! RIJCOSX wB97M-V def2-TZVPD def2/J DEFGRID3
* xyz 0 1
C 0.3600 1.8590 -0.8286
C -0.8726 1.7995 -1.3428
N -1.2383 0.9099 -2.4820
H 1.1916 1.4179 -1.3753
H 0.5181 2.2142 0.3916
H -1.6665 2.4981 -0.9759
H -0.6441 0.1258 -2.5243
H -2.2293 0.6226 -2.3918
C 1.5715 -1.3791 1.4022
S 0.3783 -1.3446 2.7883
S -1.5473 -1.6193 2.0393
H 2.5789 -1.7680 1.6873
H 1.2094 -2.0148 0.5228
H 1.7515 -0.3569 1.0927
H -1.3614 -2.9644 1.9966
*
```

---

Order of stability, best first: model x, model w

---

Model w:
Below is 2 unconnected molecules or ions with the total composition C4H12O, with properties calculated with ωB97M-V with the def2-TZVPD basis set.

Summary:
orbital gap = 11.20 eV
SMILES string = CCO.CC
LUMO level = 0.0342 Ha

```
! RIJCOSX wB97M-V def2-TZVPD def2/J DEFGRID3
* xyz 0 1
C -0.5704 -2.4186 -0.6827
C -0.8245 -1.4592 0.4603
O -1.6381 -2.0509 1.4582
H -1.5101 -2.5479 -1.1430
H -0.1949 -3.3778 -0.3564
H 0.1425 -1.9434 -1.3832
H 0.1540 -1.1586 0.9460
H -1.2707 -0.5199 0.0739
H -1.0966 -2.5782 2.0034
C 0.5831 1.5470 -0.1800
C 1.1368 2.9626 -0.1459
H -0.0885 1.3607 0.6863
H -0.0538 1.4884 -1.0285
H 1.4113 0.8065 -0.2344
H 0.3282 3.6963 0.0055
H 1.5712 3.1203 -1.1183
H 1.9206 3.0726 0.6387
*
```

---

Model x:
Below is 2 unconnected molecules or ions with the total composition C4H12O, with properties calculated with ωB97M-V with the def2-TZVPD basis set.

Summary:
orbital gap = 11.19 eV
SMILES string = CCO.CC
LUMO level = 0.0364 Ha

```
! RIJCOSX wB97M-V def2-TZVPD def2/J DEFGRID3
* xyz 0 1
C 0.3379 1.6797 0.7978
C 1.6591 0.9081 1.0432
O 2.4394 0.5255 -0.0947
H -0.5268 1.0907 0.6429
H 0.2929 2.2217 -0.1941
H 0.0288 2.3884 1.8122
H 2.3911 1.3903 1.7281
H 1.3776 -0.1523 1.3574
H 3.2185 0.9875 -0.3250
C -1.7675 -1.9266 -1.2014
C -1.0131 -0.9147 -0.3948
H -1.9605 -1.4559 -2.1780
H -1.2029 -2.8452 -1.5522
H -2.7639 -2.0504 -0.7081
H -1.7482 -0.2169 0.0690
H -0.4931 -0.3666 -1.0971
H -0.2692 -1.2633 0.2947
*
```

---

Order of stability, best first: model w, model x

---

Model w:
Below is 2 unconnected molecules or ions with the total composition C4H12O, with properties calculated with ωB97M-V with the def2-TZVPD basis set.

Summary:
orbital gap = 10.95 eV
SMILES string = CCO.CC
LUMO level = 0.0338 Ha

```
! RIJCOSX wB97M-V def2-TZVPD def2/J DEFGRID3
* xyz 0 1
C -1.6021 0.4963 -2.5449
C -0.8760 -0.5491 -1.7212
O -0.5731 -1.6829 -2.5064
H -1.0136 1.3684 -2.8934
H -2.4005 0.9746 -1.9671
H -2.0444 0.0258 -3.4193
H 0.1443 -0.1963 -1.5148
H -1.4300 -0.8797 -0.8520
H -0.4558 -2.5069 -2.0407
C 1.4702 -0.2639 2.0349
C 1.1135 0.9659 2.8144
H 2.5182 -0.5757 2.2483
H 0.6743 -1.0067 2.2137
H 1.5404 0.0624 0.9632
H 0.6246 0.6148 3.7692
H 1.9183 1.6009 3.1392
H 0.3916 1.5520 2.2769
*
```

---

Model x:
Below is 2 unconnected molecules or ions with the total composition C4H12O, with properties calculated with ωB97M-V with the def2-TZVPD basis set.

Summary:
orbital gap = 11.18 eV
SMILES string = CCC.CO
LUMO level = 0.0338 Ha

```
! RIJCOSX wB97M-V def2-TZVPD def2/J DEFGRID3
* xyz 0 1
C 0.6565 1.9930 -0.1520
C -0.0468 1.9265 -1.5181
C -1.0259 0.7738 -1.7158
H -0.0350 1.8761 0.6597
H 1.1976 2.9420 -0.1710
H 1.4874 1.2885 -0.0899
H -0.4825 2.9204 -1.6630
H 0.7237 1.9013 -2.2982
H -1.1615 0.4182 -2.7288
H -0.6498 -0.1091 -1.1914
H -1.9778 1.1030 -1.3014
C 0.7519 -2.5781 1.7455
O -0.5137 -1.9393 1.4578
H 0.9306 -2.4030 2.8050
H 0.6689 -3.5803 1.3596
H 1.4986 -1.9879 1.2025
H -0.5147 -1.0119 1.6767
*
```

---

Order of stability, best first: model x, model w